#one
Below is a molecular structure, C4H11N2OS, with properties calculated with ωB97M-V/def2-TZVPD.

Positions of all 19 atoms, in Å:
N 1.70 0.25 0.33
C 0.56 -0.57 -0.08
C -0.70 -0.84 0.78
C -1.55 0.44 0.87
S -0.66 1.90 1.17
C 1.35 -1.97 -0.19
N 1.27 -2.38 -1.61
O 1.84 -2.46 0.89
H 1.42 1.02 0.97
H 2.31 -0.36 0.73
H 2.09 -1.64 -1.09
H 0.25 -0.14 -1.04
H -1.26 -1.74 0.51
H -0.16 -1.14 1.78
H -2.22 0.36 1.74
H -2.13 0.57 -0.10
H -2.78 6.11 -2.32
H -3.09 6.00 -1.69
H 1.74 -3.39 -1.65

Calculated values
Charge: +1
Molecular weight (g/mol): 135.21
Lowest unoccupied orbital energy (eV): -9.38
2S+1: 1
HOMO-LUMO gap (eV): 5.0881

Atomic partial charges in e from the Löwdin method, atoms 1 to 5:
1. N 0.15
2. C -0.32
3. C -0.15
4. C -0.56
5. S 1.02


#two
Below is a gas-phase ion, C4H11N2OS (charge +1), with properties calculated with ωB97M-V/def2-TZVPD.

Positions of all 19 atoms, in Å:
N -2.07 0.58 1.64
C -1.15 -0.10 0.74
C -0.02 1.04 0.71
O -0.19 1.77 1.75
N 0.74 1.15 -0.44
C 0.81 0.15 -1.51
C 1.20 -1.23 -1.28
S 2.26 -1.28 0.24
H -3.10 0.13 1.50
H -1.78 0.68 2.65
H -2.12 1.64 1.08
H -0.73 -1.05 1.02
H -1.75 -0.28 -0.21
H 1.43 1.88 -0.43
H -0.15 0.28 -2.03
H 1.55 0.71 -2.18
H 0.39 -1.86 -1.06
H 1.78 -1.56 -2.17
H 2.90 -2.66 -0.02

Calculated values
Charge: +1
Molecular weight (g/mol): 135.21
SMILES: [NH3+]CC(=O)NCCS
Lowest unoccupied orbital energy (eV): -3.83
2S+1: 1
HOMO-LUMO gap (eV): 8.8158

Atomic partial charges in e from the Löwdin method, atoms 1 to 5:
1. N 0.07
2. C -0.11
3. C -0.38
4. O -0.01
5. N 0.05


It is #two that is most stable; the runner-up trails by 677.8 kJ/mol.


#one
Below is 6 unconnected molecules or ions with the total composition C8H28O6, with properties calculated with ωB97M-V/def2-TZVPD.

Positions of all 42 atoms, in Å:
C -3.16 1.17 -2.30
C -2.39 -0.14 -2.01
O -1.06 0.06 -1.71
H -2.57 1.83 -3.00
H -3.28 1.78 -1.41
H -4.05 0.94 -2.73
H -2.42 -0.76 -2.88
H -2.91 -0.66 -1.19
H -0.74 -0.37 -0.92
C 3.66 -0.54 -4.78
C 2.24 -0.19 -4.31
O 1.92 -0.93 -3.19
H 3.83 -0.18 -5.76
H 3.82 -1.66 -4.87
H 4.31 -0.12 -4.07
H 1.47 -0.33 -5.17
H 2.18 0.89 -4.06
H 1.02 -0.73 -2.80
C -0.41 0.49 5.67
O -1.31 1.53 5.20
H -0.08 -0.18 4.85
H 0.58 0.94 5.82
H -0.88 -0.04 6.51
H -1.63 1.30 4.34
C -2.95 -0.67 1.95
O -2.11 0.49 1.84
H -3.37 -0.79 2.98
H -3.76 -0.64 1.20
H -2.24 -1.47 1.77
H -1.19 0.21 2.12
C 1.94 1.91 1.35
O 2.36 0.82 0.50
H 2.13 2.92 0.96
H 0.86 1.91 1.46
H 2.49 1.69 2.24
H 2.11 0.96 -0.46
C 0.96 -2.32 1.13
O 0.31 -1.00 1.11
H 0.14 -3.09 1.01
H 1.70 -2.31 0.35
H 1.42 -2.33 2.12
H 1.07 -0.38 1.16

Calculated values
Molecular weight (g/mol): 220.31
SMILES: CCO.CCO.CO.CO.CO.CO
Lowest unoccupied orbital energy (eV): 0.55
2S+1: 1
HOMO-LUMO gap (eV): 10.5298

Atomic partial charges in e from the Löwdin method, atoms 1 to 5:
1. C -0.06
2. C -0.32
3. O -0.08
4. H 0.09
5. H 0.07


#two
Below is 6 unconnected molecules or ions with the total composition C8H28O6, with properties calculated with ωB97M-V/def2-TZVPD.

Positions of all 42 atoms, in Å:
C -10.90 20.66 -8.88
C -10.61 19.25 -9.36
O -11.21 18.42 -8.36
H -10.52 20.95 -7.94
H -11.99 20.81 -8.82
H -10.58 21.38 -9.61
H -9.56 19.18 -9.47
H -11.06 19.05 -10.34
H -12.15 18.18 -8.63
C -5.53 24.05 -3.34
C -5.57 23.19 -4.60
O -5.73 21.76 -4.22
H -5.64 25.16 -3.59
H -4.62 23.80 -2.78
H -6.32 23.65 -2.70
H -4.82 23.38 -5.32
H -6.50 23.44 -5.08
H -6.65 21.45 -4.29
C -9.48 19.38 -5.21
O -8.32 20.11 -5.01
H -9.50 18.41 -4.72
H -9.67 19.32 -6.27
H -10.34 19.98 -4.85
H -7.93 19.76 -4.20
C -9.96 23.26 -3.10
O -8.64 23.05 -3.60
H -10.25 24.32 -3.31
H -9.99 23.22 -2.02
H -10.55 22.50 -3.59
H -8.40 22.30 -3.16
C -8.77 23.34 -6.99
O -8.40 21.94 -7.02
H -8.45 23.77 -6.04
H -9.85 23.60 -7.22
H -8.22 23.84 -7.81
H -8.67 21.46 -6.17
C -7.43 21.91 -10.31
O -7.54 20.88 -9.36
H -8.33 22.59 -10.23
H -7.25 21.58 -11.33
H -6.58 22.57 -10.01
H -7.90 21.18 -8.51

Calculated values
Molecular weight (g/mol): 220.31
SMILES: CCO.CCO.CO.CO.CO.CO
Lowest unoccupied orbital energy (eV): 0.34
2S+1: 1
HOMO-LUMO gap (eV): 9.6976

Atomic partial charges in e from the Löwdin method, atoms 1 to 5:
1. C -0.10
2. C -0.29
3. O -0.11
4. H 0.03
5. H 0.08


It is #one that is most stable; the runner-up trails by 41.4 kJ/mol.


#one
Below is a molecular structure, C29H48ClCoN4O4Si, with properties calculated with ωB97M-V/def2-TZVPD.

Positions of all 88 atoms, in Å:
O -1.38 1.72 -1.11
C -0.65 2.75 -1.20
C -0.04 3.14 -2.38
C -0.36 2.36 -3.51
H -0.76 1.37 -3.34
C -0.27 2.86 -4.78
H -0.55 2.21 -5.60
C 0.19 4.19 -4.99
H 0.29 4.55 -6.01
C 0.46 4.97 -3.85
H 0.77 6.00 -4.04
C 0.36 4.48 -2.57
H 0.57 5.11 -1.70
H -0.49 3.32 -0.25
C 1.22 2.71 1.58
C 1.69 2.13 0.31
H 1.68 3.69 1.55
H 1.67 2.14 2.38
H 0.15 2.83 1.73
C 2.48 2.80 -0.56
C 3.77 3.27 -0.01
H 2.30 3.07 -1.57
H 4.13 4.06 -0.66
H 4.55 2.50 0.00
H 3.72 3.70 1.00
Co 1.89 0.44 0.92
Cl 3.97 -0.01 0.52
C 2.09 -2.81 1.17
O 1.21 -1.89 1.36
N 1.85 -4.13 1.37
C 0.71 -4.64 2.10
C 2.96 -5.06 1.20
H 3.08 -2.57 0.81
H -0.05 -3.85 2.19
H 1.01 -4.99 3.10
H 0.28 -5.49 1.56
H 3.64 -4.66 0.43
H 2.59 -6.04 0.88
H 3.54 -5.19 2.13
H -4.41 0.80 -4.16
H -3.79 -1.51 -3.87
C -3.38 1.00 -3.80
C -3.04 -1.35 -3.08
N -3.01 0.07 -2.75
H -3.32 2.02 -3.42
C -3.07 0.44 -1.45
O -3.01 -0.32 -0.46
H -3.28 -1.93 -2.20
H -3.10 1.55 -1.39
H -2.71 0.88 -4.66
H -2.06 -1.66 -3.47
H -1.61 0.20 5.04
H -3.86 0.87 3.75
C -1.10 0.89 4.35
C -3.20 1.54 3.19
N -1.86 0.98 3.11
H -0.10 0.53 4.13
C -1.27 0.64 1.94
O -0.03 0.46 1.87
H -3.60 1.68 2.17
H -1.94 0.51 1.07
H -1.06 1.88 4.83
H -3.17 2.50 3.71
C 2.57 0.83 -2.79
Si 2.01 -0.94 -2.86
C 1.18 -1.02 -4.56
C 3.55 -2.02 -2.79
N 0.90 -1.39 -1.61
C 0.24 -2.54 -1.59
C 0.56 -3.64 -2.48
C 0.01 -4.89 -2.29
C -0.96 -5.10 -1.31
C -1.42 -4.01 -0.55
C -0.85 -2.76 -0.69
H 2.76 1.23 -3.80
H 3.48 0.96 -2.18
H 1.77 1.45 -2.36
H 1.95 -0.96 -5.33
H 0.61 -1.94 -4.72
H 0.49 -0.18 -4.70
H 4.09 -1.80 -1.86
H 3.32 -3.09 -2.81
H 4.20 -1.79 -3.64
H 1.27 -3.46 -3.29
H 0.36 -5.70 -2.93
H -1.38 -6.09 -1.17
H -2.23 -4.16 0.16
H -1.22 -1.90 -0.13

Calculated values
Charge: -1
⟨S²⟩: 3.859
Molecular weight (g/mol): 639.20
Lowest unoccupied orbital energy (alpha / beta) (eV): 2.15 / 2.19
2S+1: 4
HOMO-LUMO gap (alpha / beta) (eV): 4.6612 / 4.6952

Atomic partial charges in e from the Löwdin method, atoms 1 to 5:
1. O -0.06
2. C -0.18
3. C -0.23
4. C -0.04
5. H 0.11


#two
Below is a molecular structure, C29H48ClCoN4O4Si, with properties calculated with ωB97M-V/def2-TZVPD.

Positions of all 88 atoms, in Å:
O 1.50 -0.76 -2.42
C 0.56 -0.56 -3.22
C 0.15 0.83 -3.60
C 0.88 1.91 -3.05
H 1.43 1.76 -2.12
C 1.10 3.03 -3.86
H 1.78 3.77 -3.46
C 0.46 3.13 -5.08
H 0.58 4.04 -5.67
C -0.34 2.11 -5.58
H -0.80 2.16 -6.55
C -0.56 0.96 -4.82
H -1.16 0.09 -5.17
H -0.31 -1.28 -3.34
C -2.35 -2.36 -1.96
C -2.46 -0.91 -1.40
H -2.89 -2.26 -2.94
H -2.94 -3.04 -1.26
H -1.37 -2.83 -2.18
C -2.86 0.04 -2.28
C -4.32 0.00 -2.55
H -2.24 0.81 -2.82
H -4.47 0.64 -3.42
H -4.86 0.35 -1.66
H -4.61 -1.04 -2.77
Co -2.62 -1.29 0.31
Cl -4.16 0.11 0.88
C -1.86 -0.82 3.31
O -1.42 -1.46 2.32
N -1.39 -0.87 4.57
C -0.46 -1.89 5.04
C -2.15 -0.19 5.62
H -2.72 -0.14 3.18
H 0.04 -2.36 4.19
H -0.98 -2.64 5.65
H 0.30 -1.41 5.69
H -2.63 0.70 5.19
H -1.49 0.11 6.44
H -2.93 -0.84 6.04
H 5.15 1.22 -2.31
H 4.99 1.51 0.10
C 4.05 1.23 -2.25
C 4.01 1.02 0.21
N 3.61 0.50 -1.06
H 3.64 0.74 -3.15
C 3.26 -0.82 -1.16
O 2.97 -1.55 -0.22
H 4.07 0.19 0.93
H 3.17 -1.08 -2.22
H 3.72 2.27 -2.21
H 3.28 1.76 0.58
H -0.32 -6.18 0.69
H 2.05 -5.89 -0.54
C -0.69 -5.45 -0.04
C 1.48 -5.21 -1.21
N 0.38 -4.57 -0.48
H -1.48 -4.83 0.40
C 0.26 -3.24 -0.31
O -0.84 -2.70 -0.02
H 2.15 -4.46 -1.61
H 1.19 -2.67 -0.46
H -1.10 -6.01 -0.90
H 1.07 -5.83 -2.03
C -1.72 2.47 -1.01
Si -0.82 2.60 0.63
C 0.51 3.87 0.22
C -2.02 3.26 1.90
N -0.10 1.10 1.14
C 0.72 1.00 2.15
C 0.96 2.08 3.08
C 1.68 1.90 4.24
C 2.32 0.67 4.48
C 2.25 -0.35 3.53
C 1.47 -0.21 2.39
H -1.62 3.39 -1.59
H -2.78 2.23 -0.87
H -1.24 1.68 -1.57
H 0.02 4.85 0.10
H 1.28 3.96 0.99
H 1.02 3.63 -0.73
H -2.88 2.57 1.98
H -1.58 3.36 2.90
H -2.39 4.25 1.58
H 0.54 3.07 2.85
H 1.76 2.74 4.94
H 2.88 0.55 5.41
H 2.81 -1.28 3.69
H 1.41 -0.98 1.63

Calculated values
Charge: -1
⟨S²⟩: 3.893
Molecular weight (g/mol): 639.20
Lowest unoccupied orbital energy (alpha / beta) (eV): 1.92 / 1.93
2S+1: 4
HOMO-LUMO gap (alpha / beta) (eV): 4.3270 / 4.3334

Atomic partial charges in e from the Löwdin method, atoms 1 to 5:
1. O -0.03
2. C -0.10
3. C -0.20
4. C -0.03
5. H 0.11


It is #one that is most stable; the runner-up trails by 126.1 kJ/mol.